[1]
A cluster of 14 separate species, C42H119N7O14 in total in a non-equilibrium geometry, computed with ωB97M-V/def2-TZVPD.

```
! wB97M-V def2-TZVPD RIJCOSX def2/J DEFGRID3
* xyz 0 1
H -0.462 -0.444 -1.974
H -5.128 -2.652 1.836
H 1.800 -6.040 2.151
N 1.173 -3.849 3.303
H 0.277 4.237 -0.511
C -2.698 -6.056 1.647
H -2.539 1.070 2.473
C 3.199 2.083 5.285
H 4.785 -1.836 -4.866
C -4.494 0.334 -2.484
C 2.751 1.634 2.963
H -1.292 2.418 -3.065
H 2.923 4.322 7.971
C 3.525 3.662 7.346
H -3.158 -3.457 0.277
H 4.292 3.347 0.426
H -1.537 2.844 -5.539
H -5.260 -0.744 1.308
H -2.618 3.063 -0.906
C 0.846 -3.225 -3.144
O -1.916 2.999 -3.506
H -1.497 5.361 5.060
H 0.579 -3.365 3.961
C -0.596 4.748 5.076
C -2.174 2.044 2.145
H -3.892 3.410 -2.051
H 5.288 -1.489 0.665
C -0.026 4.678 3.695
H 0.755 1.531 -2.159
H 3.610 1.911 -0.440
H 2.467 -2.829 2.538
C -2.096 -2.026 -4.642
H 1.856 -3.584 -2.944
C 1.482 -5.272 1.446
H 0.873 -0.921 3.410
H 2.435 -4.879 1.092
H -2.655 -5.079 -3.149
C 0.369 0.049 -0.029
H 4.052 2.660 4.928
H 0.596 -1.830 5.974
H -3.742 0.089 -7.660
H -1.497 -4.047 2.735
N -1.593 2.359 -6.423
O -4.392 -0.815 1.712
H -1.335 -6.537 -0.271
H -3.161 -6.382 0.716
H 0.963 4.228 3.778
N 0.271 6.037 3.324
H 4.135 0.465 -4.647
H 2.667 0.228 -2.816
H -2.853 -2.788 -4.457
H 5.265 1.878 0.029
H 0.938 2.943 7.560
H 2.064 4.184 -2.577
C -1.759 0.053 -5.604
H 1.781 3.357 -0.410
C 1.360 4.358 -0.500
C 2.039 1.101 -4.419
H -3.388 -5.401 2.180
H -0.755 1.445 4.461
O -2.706 -0.929 -5.299
N 2.319 1.163 -2.975
C -0.866 -4.891 2.460
O -0.953 -2.998 5.447
C 1.771 4.931 -1.840
O -0.066 -4.285 -3.103
C -0.960 3.939 2.691
O 3.057 -2.092 2.360
O -1.488 -5.441 1.317
H -7.681 0.818 -2.931
H 1.031 -5.829 0.625
H 0.174 -0.936 0.395
C -1.970 4.092 -2.737
H -1.010 -1.438 6.729
O 2.793 -1.123 -4.741
C 2.514 2.967 6.423
C 4.295 -1.051 0.571
C -0.475 -1.702 5.817
H 3.200 1.617 -2.782
H 4.467 3.986 -1.859
H -0.423 -4.618 -1.042
C 3.275 -2.181 0.958
H -1.064 -6.854 -2.988
H 3.389 2.462 2.655
H -5.748 1.981 -2.869
H 4.177 4.343 6.800
O -1.282 2.651 3.099
N 1.548 2.218 7.211
H -1.450 -4.741 6.145
C -1.226 -6.205 -2.128
H 4.260 -0.129 1.153
H 2.704 5.424 0.417
H -5.728 0.846 -4.159
H 3.499 -3.024 -4.749
C 3.740 -2.024 -5.112
H -3.005 2.721 1.948
H -1.703 -1.693 -3.682
O 2.191 1.914 4.215
O -6.962 0.360 -2.489
H -1.119 -0.374 -6.376
H 3.627 -2.057 -6.195
C -3.134 0.991 -7.580
H 2.727 5.436 -1.706
H 1.011 2.886 -4.540
H 2.714 3.035 -5.024
H -2.677 -6.949 2.271
H 3.195 0.643 2.866
H 2.340 -1.846 0.510
H -1.289 -2.469 -5.227
H -0.245 0.119 2.822
H -0.686 -1.602 2.821
O 5.081 2.108 -2.597
H 0.907 -5.603 -1.856
H 0.176 0.736 0.794
H 4.148 2.947 7.884
H 0.909 1.816 6.540
H 1.060 0.623 -4.458
C 0.485 -4.296 2.117
H -3.319 -6.437 -2.495
C 3.141 0.242 -5.033
H -0.206 -7.478 -0.969
C -0.211 -0.807 3.397
C -4.156 -2.183 1.681
O 1.788 5.190 0.580
C -2.502 1.258 -6.229
H 3.462 1.154 5.790
H -4.441 0.635 -1.438
H -3.357 1.411 -5.570
H -1.554 0.518 -0.961
H -2.946 -5.115 -1.378
H 1.047 5.617 -2.281
H 0.626 -2.486 -2.374
C -2.583 -5.675 -2.240
C 1.840 2.385 -5.040
H -0.881 3.768 5.457
H 4.157 -0.939 -0.505
H -1.912 3.000 -7.136
H -1.212 0.408 -4.730
C -0.827 -0.570 4.779
H -3.793 -2.011 -0.485
H -3.591 -2.493 2.560
C -2.995 3.824 -1.590
C 4.477 2.555 -0.300
H -1.634 1.910 1.208
H 3.627 -3.160 0.631
H 0.770 -2.696 -4.095
H -2.323 -1.974 0.485
C -3.328 -2.390 0.425
C -0.068 -5.122 -1.941
H 0.299 -3.501 1.396
H -3.608 0.663 -3.027
H -0.679 -5.672 3.197
H 5.262 2.450 -3.475
H -3.691 1.825 -8.007
H 3.221 0.373 -6.112
H -1.018 4.521 -2.427
H -1.906 -0.467 4.659
H -1.137 -3.546 7.410
H 0.542 0.805 4.881
H -3.224 4.779 -1.119
H 0.845 6.056 2.493
H -2.435 4.864 -3.350
C -0.822 -3.895 6.427
H -2.361 0.882 -8.340
H 1.898 3.737 5.958
H -1.887 4.508 2.627
H 1.425 0.144 -0.281
H -0.529 6.607 3.087
N -0.433 0.774 5.144
C -0.517 0.386 -1.269
H 6.072 3.450 -1.388
O -0.145 1.599 -1.830
C 5.059 3.108 -1.602
H 1.273 -4.739 3.770
H 1.913 1.659 2.265
H 0.035 5.204 5.839
H 0.226 -4.178 6.524
C -5.783 0.910 -3.073
H -0.524 3.886 1.694
N -1.141 -7.112 -1.079
H -4.599 -0.748 -2.405
H 1.508 2.349 -6.078
*
```

The electronic energy comes out at -84572.4058 eV.

***

[2]
A cluster of 15 separate species, C42H120N6O24 in total in a non-equilibrium geometry, computed with ωB97M-V/def2-TZVPD.

```
! wB97M-V def2-TZVPD RIJCOSX def2/J DEFGRID3
* xyz -1 2
H 4.984 2.259 0.608
H -1.904 -2.757 -3.309
H -3.654 -1.050 -6.283
H -1.418 1.233 -0.003
H -1.236 -0.306 -2.995
H 5.866 5.175 -1.786
O -2.238 0.036 -5.133
H 6.887 4.004 -2.431
H -3.414 2.695 4.383
C 5.956 1.324 3.162
H -2.264 -6.292 -2.835
H -2.308 -2.368 -8.591
H 1.929 1.213 5.086
C -0.381 4.085 -2.631
H 5.038 0.815 3.454
C -1.519 3.009 3.195
H -4.185 0.772 5.281
H -4.244 -0.408 4.085
H 1.355 5.022 -5.046
H 2.540 1.803 -2.959
C -5.453 2.567 1.607
H 2.534 -0.007 -4.335
H 2.940 -3.251 -1.917
C -2.625 -0.704 -6.379
H 2.369 4.784 -3.632
H 2.581 4.339 1.669
H -4.893 2.982 2.445
H 2.894 3.415 -4.616
H -5.249 -4.861 4.922
H -1.173 -6.588 3.678
H 0.413 -3.363 3.343
H 0.933 -5.698 -0.740
H -2.043 4.988 3.697
C -1.723 -1.892 -6.851
C 4.614 2.808 1.474
C -1.966 -4.750 -3.920
C 1.565 5.394 -4.043
C -2.502 -3.641 -3.085
N -0.277 -0.455 -2.715
O -3.793 -4.381 3.674
H 0.578 3.095 2.498
H -5.885 -3.953 3.524
O -2.462 -2.752 -7.724
H 1.534 -3.480 1.231
H 6.550 0.810 2.406
H -0.343 6.122 -3.577
H -1.968 -5.830 2.551
H -2.107 1.289 -1.639
H 3.035 3.435 7.037
H 1.704 -1.115 -0.866
H 0.715 -5.502 2.134
H 1.399 -2.252 -3.255
C 0.338 5.415 -3.104
H -4.628 -2.926 -1.875
O -5.150 -2.977 -1.071
H -0.539 -3.261 -0.941
O -4.772 1.088 -2.480
H -3.924 0.849 -2.860
O -1.577 4.153 -1.787
C 4.694 2.352 -2.818
O -3.865 -3.598 -3.363
H -2.857 -0.463 5.324
H -1.864 2.087 5.119
C -1.529 0.686 -0.939
C 3.108 4.363 0.716
H 0.307 -0.127 -3.471
C 4.964 -2.234 5.119
H 4.988 -3.324 5.154
H 2.369 -3.577 -5.438
H 6.588 1.387 4.048
O 4.804 3.800 -2.774
H 1.333 -3.988 -3.621
O 1.608 -5.232 1.906
C 3.915 -1.842 4.054
C -0.135 2.452 3.014
H 5.373 -1.698 3.186
H 4.701 1.949 -1.805
C 5.931 4.094 -1.914
H -0.823 -1.500 -7.324
C 1.936 -3.084 -3.711
C -1.219 -4.746 4.038
C 3.459 1.812 -3.544
O -2.809 0.961 3.693
H 3.787 2.149 1.735
H 5.871 4.339 3.748
H -2.615 5.345 -3.234
H 1.200 6.875 -2.119
C -2.439 2.241 4.206
N 3.296 2.505 -4.788
O -6.701 2.307 2.070
H -5.654 0.761 -0.291
H 6.059 3.975 -0.838
H 3.718 -0.772 3.977
H -4.053 -4.449 -3.766
C -2.770 4.554 -2.501
H -6.555 -0.257 -5.723
H -1.062 -3.209 2.424
H -1.524 -2.508 -5.975
N 5.270 3.528 3.717
H 4.189 2.687 -5.223
H -5.269 -3.985 0.583
H 0.219 3.332 -2.118
H -3.406 4.904 -1.688
C -5.662 0.432 -3.427
H -0.381 -5.002 0.256
C 1.934 -0.487 1.535
C 2.622 1.996 5.394
C -3.299 -2.886 0.797
O 1.193 0.246 0.567
H 2.983 -2.402 4.127
O 6.171 -1.653 4.784
H -2.917 -5.540 4.966
O 0.336 -3.625 -1.094
C 1.689 -4.441 0.741
H -1.049 -2.595 4.015
H 2.622 2.665 4.533
C -4.631 1.317 1.144
H 1.410 3.316 6.457
H -2.057 -1.587 -0.034
H 4.275 0.018 -4.683
H 2.636 -4.544 0.211
H -4.107 0.646 1.825
H -6.797 1.363 2.217
H -0.888 -4.810 -3.770
O -2.131 -2.537 0.081
H -2.156 -0.200 -0.832
O 2.045 1.753 7.670
H 2.861 1.766 8.176
H -0.677 -4.928 4.967
H 5.531 1.874 -3.328
N -1.099 -5.790 3.065
C -0.672 -3.426 3.418
H 2.036 0.142 2.419
H 1.985 6.379 -4.247
H -3.587 -1.872 1.075
H 2.770 3.424 0.278
C 3.512 0.275 -3.948
H 4.003 -2.477 -2.995
C 0.852 -0.528 -0.523
H -3.109 -3.473 1.695
C -4.422 -3.661 -0.022
O 2.148 -2.751 -5.002
H -2.213 0.959 -5.394
H -3.795 1.670 0.539
H 4.552 3.930 3.130
H -2.335 -3.830 -2.024
H 0.163 6.244 -1.123
O 3.983 1.515 5.510
H 4.232 -4.340 -4.113
H 0.426 1.292 -1.640
H -1.953 2.975 2.196
H 2.974 -0.616 1.235
C -5.813 1.304 -4.627
O 4.400 4.174 1.014
C -3.523 0.132 4.698
O -5.459 0.401 0.577
H 3.616 -0.291 -3.022
H 2.840 5.275 0.183
C 5.669 2.760 2.631
H -6.059 2.349 -4.436
N 0.804 5.983 -1.859
H -5.111 -3.134 4.878
H -2.096 -4.455 -4.961
H -0.140 1.534 2.426
H -5.219 -0.562 -3.497
H -6.612 0.402 -2.895
H 0.180 2.294 4.045
O 4.584 -2.124 2.843
H -5.543 3.282 0.790
H 4.627 2.151 5.190
H 1.497 -1.463 1.748
C -2.691 -4.562 4.541
C -5.074 -4.023 4.249
H 6.395 -1.131 5.558
N -1.250 4.363 3.711
C 0.562 -4.798 -0.250
H -4.763 1.358 -4.914
H -3.918 -4.541 -0.422
C -0.093 0.354 -1.440
O -2.533 -6.092 -3.734
H -3.157 3.770 -3.152
H 4.734 -1.713 6.048
H -2.575 -0.105 -7.288
H -2.882 -3.773 5.268
C 3.245 -3.259 -2.964
H -0.538 3.502 -3.538
H 0.290 -1.343 -0.066
H 6.627 3.185 2.332
O 3.793 -4.529 -3.280
H -0.443 4.705 3.210
O -6.637 0.699 -5.688
C 2.291 2.717 6.691
*
```

The electronic energy comes out at -103564.4683 eV.